(1)
C3H6FN2 | ωB97M-V/def2-TZVPD

XYZ file:
```
12
Properties=species:S:1:pos:R:3:forces:R:3:mulliken_charge:R:1
F -1.421465 -1.332086 -0.609246 -0.851 -1.029 0.310 -0.238
N 0.767639 0.992148 0.744978 2.603 3.694 1.072 -0.398
N 0.097996 -1.121205 1.443859 2.229 0.553 1.119 -0.412
C -0.720244 -0.210046 -0.613736 -0.214 -0.673 -2.901 0.580
C -0.620905 0.419894 -1.789578 0.319 1.446 -1.316 -0.693
C 0.106317 -0.127832 0.545574 0.879 1.711 2.076 0.555
H -1.078881 0.121703 -2.785140 0.073 -0.186 1.898 0.292
H -0.065399 1.364084 -1.985433 -0.127 -0.871 0.804 0.180
H 1.520206 1.186950 1.475834 -1.619 -1.463 -0.895 0.267
H 0.790506 -1.257534 2.261847 -1.459 1.066 -1.893 0.310
H 0.736766 1.958640 0.259394 -0.911 -2.814 0.206 0.276
H -0.112537 -1.994715 1.051646 -0.922 -1.435 -0.481 0.282
```
Forces are in eV/Å.

Calculated values
HOMO level in Ha: -0.5520
SMILES: C=C(F)C(N)=[NH2+]
Total charge: +1
Kohn-Sham gap in eV: 9.9570
2S+1: 1

(2)
C3H6FN2O | ωB97M-V/def2-TZVPD

XYZ file:
```
13
Properties=species:S:1:pos:R:3:forces:R:3:mulliken_charge:R:1
F -2.360807 1.158939 -0.261933 1.074 -1.422 0.003 -0.225
O 0.635659 -2.182357 -0.227177 -0.141 1.376 -0.463 -0.521
N 1.642863 0.682975 0.050381 -0.035 -1.645 2.234 -0.251
N -1.343680 -0.978487 0.112532 0.143 -1.995 -1.689 -0.010
C -0.011535 -1.164995 -0.286621 -0.617 -1.266 1.168 0.495
C -1.422433 0.358546 0.331296 1.798 3.250 1.843 0.067
C 0.317589 0.296459 -0.490801 -2.295 -2.259 2.166 -0.651
H -1.360661 0.698729 1.423341 0.019 -0.328 -1.533 0.286
H 0.009250 0.589684 -1.442072 0.473 0.986 -1.714 0.401
H 1.425406 0.861174 1.073014 0.852 0.969 -1.404 0.436
H 2.473180 0.018551 0.139662 -1.778 -0.416 -0.604 0.389
H 2.056182 1.364168 -0.525020 0.430 2.307 -0.200 0.354
H -2.061014 -1.703387 0.103393 0.076 0.442 0.194 0.230
```
Forces are in eV/Å.

Calculated values
HOMO level in Ha: -0.5458
Total charge: +1
Kohn-Sham gap in eV: 10.6459
2S+1: 1

For the records above, the corresponding energy relative to the best compared isomer or geometry (same formula, charge and spin) values read 12.2, 26.9 kcal per mole.